No. 1
The following is a quantum chemistry calculation of a molecular structure, C5H6O2, from OMol25.

Structure (XYZ):
```
13
Properties=species:S:1:pos:R:3
O 1.60802 0.91206 0.04988
C 0.38395 0.97642 0.83634
C -0.50161 0.36716 -0.25837
C 0.79029 0.02719 -1.06588
O 1.42804 -1.08368 -0.81441
C -1.34551 -0.76072 0.10785
C -2.05846 -1.67861 0.42021
H 1.93900 -0.27349 0.03688
H 0.46340 0.38374 1.75105
H 0.16858 2.01594 1.07784
H -1.08702 1.13714 -0.77071
H 0.88473 0.48576 -2.06149
H -2.67341 -2.50890 0.69080
```

## Properties
Molar mass, Da: 98.1
Energy above the lowest of the compared OMol25 structures with the same formula, charge and spin, kcal per mole: 106.9
Highest occupied orbital energy, eV: -9.762
Lowest unoccupied orbital energy, eV: 0.873
Electronic energy, eV: -9372.460
Total charge: 0
Orbital gap, eV: 10.6



No. 2
The following is a quantum chemistry calculation of a single C5H6O2 molecule, from OMol25.

Structure (XYZ):
```
13
Properties=species:S:1:pos:R:3
C -0.99349 -1.99928 -0.05260
C -0.09188 -1.22608 0.13993
C 0.63118 0.02143 0.41111
C 1.66679 0.38683 -0.64560
O -0.29332 1.14984 0.50665
C -1.63323 1.00304 0.41368
O -2.40012 1.92131 0.51107
H -1.83095 -2.64273 -0.21129
H 1.11217 -0.04567 1.39404
H 1.23380 0.32583 -1.64867
H 2.53722 -0.27556 -0.59257
H 2.00007 1.41182 -0.46211
H -1.93825 -0.03078 0.23637
```

## Properties
Molar mass, Da: 98.1
Energy above the lowest of the compared OMol25 structures with the same formula, charge and spin, kcal per mole: 54.0
SMILES: C#C[C@@H](C)OC=O
Highest occupied orbital energy, eV: -10.118
Lowest unoccupied orbital energy, eV: 0.838
Electronic energy, eV: -9374.753
Total charge: 0
Orbital gap, eV: 11.0



No. 3
The following is a quantum chemistry calculation of a single C5H6O2 molecule, from OMol25.

Structure (XYZ):
```
13
Properties=species:S:1:pos:R:3
O 2.27055 1.82215 -1.10895
C 1.71325 1.05942 -0.35731
C 0.99039 -0.14358 -0.87066
O 0.74488 -1.21328 0.02716
C -1.66130 -0.82688 1.67264
C -1.13841 0.16929 0.71165
C -0.37698 -0.47092 -0.42609
H 1.69874 1.21804 0.74028
H 1.29559 -0.44834 -1.87053
H -1.78661 -1.75614 1.06650
H -2.11481 0.57777 0.36741
H -0.63069 1.01074 1.19666
H -1.00460 -0.99827 -1.14874
```

## Properties
Molar mass, Da: 98.1
Energy above the lowest of the compared OMol25 structures with the same formula, charge and spin, kcal per mole: 131.6
Highest occupied orbital energy, eV: -9.233
Lowest unoccupied orbital energy, eV: -0.655
Electronic energy, eV: -9371.389
Total charge: 0
Orbital gap, eV: 8.6



No. 4
The following is a quantum chemistry calculation of a single C5H6O2 molecule, from OMol25.

Structure (XYZ):
```
13
Properties=species:S:1:pos:R:3
C 2.72100 0.59819 0.14380
C 1.73258 -0.02799 -0.13656
C 0.53978 -0.77238 -0.48161
O 0.55831 -1.69272 -1.27630
C -0.73884 -0.46110 0.27638
C -1.16258 1.00669 0.21714
O -1.72307 -1.31479 -0.22473
H 3.60596 1.14849 0.37492
H -0.46815 -0.70541 1.31735
H -2.07131 1.14290 0.81251
H -1.37858 1.31778 -0.81111
H -0.37518 1.64913 0.62680
H -1.23993 -1.88879 -0.83859
```

## Properties
Molar mass, Da: 98.1
Energy above the lowest of the compared OMol25 structures with the same formula, charge and spin, kcal per mole: 49.9
SMILES: C#CC(=O)[C@@H](C)O
Highest occupied orbital energy, eV: -10.533
Lowest unoccupied orbital energy, eV: -0.097
Electronic energy, eV: -9374.933
Total charge: 0
Orbital gap, eV: 10.4



No. 5
The following is a quantum chemistry calculation of a single C5H6O2 molecule at a distorted geometry, from OMol25.

Structure (XYZ):
```
13
Properties=species:S:1:pos:R:3
C -1.40842 2.28224 0.13763
C -0.63080 1.36577 0.19764
C 0.12361 0.14346 0.28693
C -1.04400 -0.84119 0.19951
O 1.06004 0.04529 -0.80271
C 2.04828 -0.84330 -0.62992
O 2.21924 -1.53316 0.34044
H -1.69068 3.29501 0.04925
H 0.67757 0.05993 1.23461
H -1.33224 -1.05220 -0.83643
H -1.93091 -0.33559 0.63430
H -0.77480 -1.75288 0.71546
H 2.68310 -0.83337 -1.52670
```

## Properties
Molar mass, Da: 98.1
Energy above the lowest of the compared OMol25 structures with the same formula, charge and spin, kcal per mole: 54.4
SMILES: C#C[C@@H](C)OC=O
Highest occupied orbital energy, eV: -10.221
Lowest unoccupied orbital energy, eV: 0.966
Electronic energy, eV: -9374.735
Total charge: 0
Orbital gap, eV: 11.2



No. 6
The following is a quantum chemistry calculation of a single C5H6O2 molecule, from OMol25.

Structure (XYZ):
```
13
Properties=species:S:1:pos:R:3
O -0.46629 -0.74402 1.17642
C -1.00457 -0.75112 -0.18712
C -0.01966 0.31826 -0.66029
C -0.55911 1.73315 -0.53642
O -1.72427 1.99949 -0.37938
C 0.87004 -0.10314 0.49473
C 1.83115 -0.80755 0.99870
H 0.44303 -1.40158 1.44887
H -0.86753 -1.72560 -0.66183
H -2.04942 -0.44203 -0.16519
H 0.46007 0.18471 -1.63653
H 0.21102 2.52792 -0.60147
H 2.87553 -0.78848 0.70950
```

## Properties
Molar mass, Da: 98.1
Energy above the lowest of the compared OMol25 structures with the same formula, charge and spin, kcal per mole: 133.0
Highest occupied orbital energy, eV: -9.029
Lowest unoccupied orbital energy, eV: 0.637
Electronic energy, eV: -9371.327
Total charge: 0
Orbital gap, eV: 9.7



No. 7
The following is a quantum chemistry calculation of a molecular structure, C5H6O2, from OMol25.

Structure (XYZ):
```
13
Properties=species:S:1:pos:R:3
C -0.06016 0.78740 -1.55058
C 0.56338 -0.00925 -0.41829
O 1.10944 0.83609 0.61198
C 0.49428 0.55915 1.82530
O -0.92210 0.37032 1.49883
C -0.09904 -0.83302 1.72323
C -0.36667 -0.90691 0.32384
H 0.68441 1.46650 -1.97397
H -0.42017 0.12657 -2.34717
H -0.89589 1.38127 -1.17057
H 1.40067 -0.62346 -0.78277
H -0.39448 -1.51845 2.50776
H -1.05728 -1.58994 -0.16657
```

## Properties
Molar mass, Da: 98.1
Energy above the lowest of the compared OMol25 structures with the same formula, charge and spin, kcal per mole: 125.2
Highest occupied orbital energy (alpha / beta), eV: -8.473 / -8.474
Lowest unoccupied orbital energy (alpha / beta), eV: 0.041 / 0.042
Electronic energy, eV: -9371.667
Total charge: 0
Orbital gap (alpha / beta), eV: 8.5 / 8.5



No. 8
The following is a quantum chemistry calculation of a single C5H6O2 molecule, from OMol25.

Structure (XYZ):
```
13
Properties=species:S:1:pos:R:3
O 1.10856 1.65214 -0.13074
C 1.78248 0.60909 0.24306
C 1.37673 -0.70124 0.47005
C 0.14067 -1.31355 0.72209
C -1.23397 -0.71015 0.56787
C -1.72976 0.10642 -0.60069
O -1.10363 0.93420 -1.23935
H 0.22555 1.38210 -0.52402
H 2.82371 0.86598 0.45052
H 2.24310 -1.32126 0.71299
H -1.35833 -0.07719 1.46671
H -1.98106 -1.50611 0.69846
H -2.77403 -0.09876 -0.90184
```

## Properties
Molar mass, Da: 98.1
Energy above the lowest of the compared OMol25 structures with the same formula, charge and spin, kcal per mole: 96.9
Highest occupied orbital energy (alpha / beta), eV: -7.551 / -7.550
Lowest unoccupied orbital energy (alpha / beta), eV: -0.393 / -0.393
Electronic energy, eV: -9372.896
Total charge: 0
Orbital gap (alpha / beta), eV: 7.2 / 7.2



No. 9
The following is a quantum chemistry calculation of a molecular structure, C5H6O2, from OMol25.

Structure (XYZ):
```
13
Properties=species:S:1:pos:R:3
O 2.26732 -1.37943 0.85865
C -0.24421 -0.13902 0.66642
C 0.26398 1.03284 -0.23795
O 0.48284 0.27141 -1.40973
C -0.36694 -0.68332 -0.79924
C -1.63097 -0.04800 -0.41552
C -1.17402 1.19351 -0.00211
H 2.57171 -0.46884 0.76892
H 1.37583 -1.25623 1.22300
H 0.99824 1.78383 0.02813
H -0.27879 -1.71792 -1.10567
H -2.58031 -0.51159 -0.18671
H -1.68468 1.92278 0.61182
```

## Properties
Molar mass, Da: 98.1
Energy above the lowest of the compared OMol25 structures with the same formula, charge and spin, kcal per mole: 122.2
Highest occupied orbital energy, eV: -8.926
Lowest unoccupied orbital energy, eV: 0.831
Electronic energy, eV: -9371.795
Total charge: 0
Orbital gap, eV: 9.8



No. 10
The following is a quantum chemistry calculation of a single C5H6O2 molecule, from OMol25.

Structure (XYZ):
```
13
Properties=species:S:1:pos:R:3
C -1.39064 1.30112 1.45031
C -1.02417 0.48668 0.64097
C -0.42057 -0.42173 -0.33865
C 0.09859 -1.71454 0.29653
O 0.65472 -2.55874 -0.35831
C 0.73668 0.32210 -1.04844
O 1.60744 0.92870 -0.12960
H -1.73306 2.02616 2.15768
H -1.16244 -0.71596 -1.09427
H -0.06206 -1.83186 1.38461
H 0.30155 1.04982 -1.74792
H 1.31721 -0.40576 -1.62186
H 1.07676 1.53401 0.40894
```

## Properties
Molar mass, Da: 98.1
Energy above the lowest of the compared OMol25 structures with the same formula, charge and spin, kcal per mole: 56.4
SMILES: C#C[C@H](C=O)CO
Highest occupied orbital energy, eV: -10.052
Lowest unoccupied orbital energy, eV: 0.724
Electronic energy, eV: -9374.651
Total charge: 0
Orbital gap, eV: 10.8



No. 11
The following is a quantum chemistry calculation of a single C5H6O2 molecule, from OMol25.

Structure (XYZ):
```
13
Properties=species:S:1:pos:R:3
C -1.61004 -1.31448 0.10140
C -0.85364 -0.36963 0.99013
C -0.31685 0.74275 0.57332
C 0.36428 1.73302 0.06498
O 1.63526 1.59620 -0.50579
C 2.09963 0.38317 -0.86408
O 1.54474 -0.67549 -0.76746
H -1.69722 -0.91770 -0.91308
H -2.61015 -1.51824 0.49694
H -1.06675 -2.26543 0.04794
H -0.65595 -0.68328 2.01404
H 0.06063 2.77375 0.04375
H 3.10606 0.51536 -1.28210
```

## Properties
Molar mass, Da: 98.1
Energy above the lowest of the compared OMol25 structures with the same formula, charge and spin, kcal per mole: 45.5
SMILES: CC=C=COC=O
Highest occupied orbital energy, eV: -9.366
Lowest unoccupied orbital energy, eV: 0.978
Electronic energy, eV: -9375.125
Total charge: 0
Orbital gap, eV: 10.3



No. 12
The following is a quantum chemistry calculation of a single C5H6O2 molecule, from OMol25.

Structure (XYZ):
```
13
Properties=species:S:1:pos:R:3
C -1.08806 0.12885 -2.65137
C -0.35950 -0.05180 -1.70908
C 0.67510 -0.19709 -0.69721
O 1.73105 -0.73122 -0.97820
C 0.47347 0.41877 0.68269
C -0.75519 -0.11788 1.41217
O 1.62279 0.19260 1.44506
H -1.69613 0.29781 -3.51368
H 0.33089 1.50019 0.50563
H -0.78245 0.32936 2.41005
H -0.69386 -1.20414 1.52983
H -1.68063 0.13979 0.88736
H 2.28025 -0.17816 0.83067
```

## Properties
Molar mass, Da: 98.1
Energy above the lowest of the compared OMol25 structures with the same formula, charge and spin, kcal per mole: 49.8
SMILES: C#CC(=O)[C@@H](C)O
Highest occupied orbital energy, eV: -10.572
Lowest unoccupied orbital energy, eV: -0.046
Electronic energy, eV: -9374.936
Total charge: 0
Orbital gap, eV: 10.5